{"formula": "C16H26N2OS", "method": "ωB97M-V/def2-TZVPD", "symbols": ["C", "C", "C", "C", "C", "C", "C", "C", "C", "C", "O", "N", "N", "C", "C", "C", "C", "C", "C", "S", "H", "H", "H", "H", "H", "H", "H", "H", "H", "H", "H", "H", "H", "H", "H", "H", "H", "H", "H", "H", "H", "H", "H", "H", "H", "H"], "positions_angstrom": [[-1.0370, 5.4462, 3.7274], [-0.8261, 5.2648, 2.2290], [-1.2747, 3.8812, 1.7647], [-1.2091, 3.6949, 0.2485], [0.1876, 3.8348, -0.3623], [1.2467, 2.9043, 0.2299], [0.9026, 1.4244, 0.0846], [2.0447, 0.5311, 0.5627], [1.6710, -0.9468, 0.4790], [0.6560, -1.3234, 1.5297], [0.4835, -0.7535, 2.5836], [-0.0971, -2.4304, 1.2303], [0.0178, -3.1071, 0.0838], [-0.7058, -4.1370, -0.1256], [-0.6053, -4.8657, -1.3461], [-1.3008, -5.9885, -1.7171], [-0.9549, -6.4506, -2.9983], [-0.0014, -5.6893, -3.6089], [0.5987, -5.8784, -4.9551], [0.4942, -4.3706, -2.5992], [-2.0900, 5.3421, 3.9810], [-0.4776, 4.6965, 4.2830], [-0.7029, 6.4309, 4.0469], [0.2311, 5.4071, 1.9993], [-1.3908, 6.0280, 1.6875], [-0.6702, 3.1191, 2.2586], [-2.3101, 3.7264, 2.0806], [-1.8601, 4.4353, -0.2249], [-1.6091, 2.7091, 0.0024], [0.1078, 3.6378, -1.4350], [0.5273, 4.8663, -0.2483], [1.3942, 3.1356, 1.2857], [2.1945, 3.0982, -0.2804], [0.0140, 1.1953, 0.6734], [0.6814, 1.2034, -0.9632], [2.9344, 0.7153, -0.0428], [2.2802, 0.7742, 1.6004], [1.2774, -1.2033, -0.5046], [2.5523, -1.5697, 0.6540], [-0.7766, -2.7302, 1.9355], [-1.4304, -4.5070, 0.6103], [-2.0335, -6.4610, -1.0872], [-1.3968, -7.3183, -3.4554], [1.6769, -6.0152, -4.8788], [0.1665, -6.7515, -5.4377], [0.4195, -5.0048, -5.5810]], "atomic_forces_ev_per_a": [[0.083, 0.094, -0.219], [-0.100, -0.259, 0.190], [0.000, 0.243, -0.291], [0.115, -0.035, 0.078], [-0.013, -0.035, 0.137], [-0.266, -0.048, -0.253], [0.370, 0.174, 0.203], [-0.297, -0.154, -0.011], [0.200, 0.445, 0.061], [0.109, -0.156, -0.323], [0.028, 0.161, 0.146], [-0.804, -0.315, 0.873], [0.107, -0.445, -0.747], [-0.076, 0.570, 0.965], [0.153, -0.498, -0.985], [0.200, 0.583, 0.481], [0.290, 0.062, -0.428], [-0.097, 0.117, 0.340], [0.098, 0.086, -0.050], [-0.407, -0.458, 0.072], [-0.099, -0.012, 0.075], [0.040, -0.065, 0.113], [0.008, 0.068, 0.122], [0.037, 0.074, -0.088], [0.052, 0.043, -0.084], [-0.001, -0.095, 0.106], [0.008, -0.062, 0.081], [-0.078, -0.051, -0.024], [-0.081, -0.004, -0.069], [0.047, 0.071, -0.044], [0.008, 0.054, -0.089], [0.094, 0.018, 0.098], [0.063, 0.008, 0.074], [-0.127, -0.035, -0.023], [-0.080, -0.033, -0.061], [0.034, 0.000, 0.022], [0.083, 0.040, -0.014], [0.123, -0.013, 0.030], [-0.038, -0.111, -0.062], [0.266, 0.180, -0.192], [0.068, 0.090, 0.005], [-0.135, -0.053, 0.163], [-0.044, -0.150, -0.138], [0.055, -0.053, -0.084], [0.002, -0.029, -0.045], [0.004, -0.012, -0.112]], "e_above_lowest_kcal_mol": 38.25, "smiles": "CCCCCCCCCC(=O)N/N=C/c1ccc(C)s1", "homo_lumo_gap_ev": 8.29, "lumo_ev": 0.2, "max_force_ha_per_bohr": 0.0239, "homo_energy_ha": -0.297, "multiplicity": 1}